Computed, not measured: one molecule with the formula C20H25N3O6S at a distorted geometry, with ωB97M-V/def2-TZVPD.

Values from the calculation:
Orbital gap   0.3464 hartree
ΔE to the lowest compared entry with this formula, charge and spin   2.877 eV
SMILES string   Cc1cc(C)c(S(=O)(=O)N2CCO[C@H]2CNC(=O)C(=O)NCc2ccco2)c(C)c1
LUMO   0.60 eV
HOMO level   -8.83 eV

Element x y z (Å)
1 C 1.4103 -3.0240 -0.1912
2 H 0.6005 3.3222 -0.2940
3 C 0.3295 0.7688 -1.0025
4 C 2.6717 3.4742 0.2038
5 O -6.1568 1.2961 0.6425
6 C 2.7995 0.7730 -0.4678
7 O 2.3359 -3.7827 0.5530
8 N 1.6415 -1.6335 0.1170
9 H 4.7608 3.2963 0.5941
10 C 1.5401 2.7940 -0.2222
11 C -7.6525 -0.2418 0.0583
12 N -1.0229 -2.6501 -0.4752
13 H -3.1392 0.1393 0.8022
14 C -6.5172 -0.3787 -0.7771
15 H 3.8735 -2.9226 1.5791
16 O -2.6752 -1.1834 -2.0037
17 H -0.1748 -3.3260 1.2562
18 H 1.2397 -1.5241 2.1531
19 H -0.1475 -4.5026 -0.0843
20 H 2.5106 -3.4994 2.5888
21 H -4.0403 1.9649 -0.6332
22 H -0.0729 0.1871 -0.1759
23 H -4.1661 0.7238 -1.9212
24 C 2.1027 -1.6330 1.4911
25 C 2.6013 4.9293 0.5478
26 C -4.2562 0.9144 -0.8488
27 H -0.4140 1.5004 -1.3095
28 H 5.5718 0.3384 -0.9367
29 H 0.5293 0.0883 -1.8243
30 H -8.5464 -0.8299 0.0324
31 C -7.3744 0.7906 0.8982
32 H 5.2852 -0.0517 0.7378
33 H 1.6893 5.1514 1.0972
34 C 5.2976 0.7684 0.0235
35 C 1.5836 1.4491 -0.5639
36 S 2.8161 -0.9641 -0.9411
37 O -1.6442 -1.4042 1.3316
38 C -2.6083 -0.9072 -0.8206
39 H 2.5943 5.5242 -0.3654
40 O 4.0894 -1.5678 -0.6765
41 C 3.9600 1.4313 -0.0607
42 O 2.2914 -1.1210 -2.2664
43 H 3.4579 5.2316 1.1442
44 C 2.7853 -3.0058 1.6513
45 H 2.7853 -0.7982 1.6446
46 H -6.3725 -1.0895 -1.5642
47 C -5.6364 0.5853 -0.3834
48 N -3.2656 0.0795 -0.2013
49 C 3.8681 2.7784 0.2747
50 H -1.1173 -2.6866 -1.4834
51 C -0.0290 -3.4492 0.1804
52 H 1.5839 -3.1849 -1.2614
53 C -1.6935 -1.6731 0.1417
54 H -7.9384 1.2456 1.6880
55 H 6.0554 1.4889 0.3232



Computed, not measured: C3H9NOS as an isolated structure at a distorted geometry, with ωB97M-V/def2-TZVPD.

Values from the calculation:
Orbital gap   0.3220 hartree
ΔE to the lowest compared entry with this formula, charge and spin   5.765 eV
LUMO   0.29 eV
HOMO level   -8.47 eV

Element x y z (Å)
1 H 0.9476 1.3057 -1.4649
2 H -0.2545 -0.9651 -1.8605
3 C -1.1010 -0.9063 0.4390
4 N 0.9014 1.6043 -0.4183
5 H -1.6186 -1.0547 1.5116
6 H 0.6904 -1.4870 0.7965
7 H 2.4392 -0.1514 0.2609
8 H 1.3376 0.8236 1.6200
9 H -1.2096 -1.7748 -0.2312
10 C 0.3625 -0.6729 0.1277
11 H -2.2835 1.5558 0.4293
12 H -0.2124 2.0112 -0.1890
13 S -1.9896 0.4213 -0.3673
14 O 0.6902 -1.1381 -1.0496
15 C 1.3002 0.4283 0.3959



Computed, not measured: one molecule with the formula C3H5NO at a distorted geometry, with ωB97M-V/def2-TZVPD.

Values from the calculation:
Orbital gap   0.3893 hartree
ΔE to the lowest compared entry with this formula, charge and spin   3.175 eV
SMILES string   COC1=NC1
LUMO   0.92 eV
HOMO level   -9.68 eV

Element x y z (Å)
1 H 2.5874 -0.6781 0.1576
2 H -1.8299 -1.0823 -0.7746
3 C -1.7649 -0.2020 -0.0884
4 H -2.5525 -0.2497 0.6276
5 O -0.5529 -0.3255 0.6600
6 C 2.0742 0.2387 0.1300
7 N 1.0729 0.5319 -0.9946
8 H -2.1229 0.7424 -0.6300
9 C 0.5464 0.0596 0.0718
10 H 2.5424 0.9651 0.8406